The following is a quantum chemistry calculation of a molecular structure, C3H5NO2, from OMol25.

Structure (ORCA input):
```
! wB97M-V def2-TZVPD RIJCOSX def2/J DEFGRID3
* xyz 0 1
H 1.78 0.13 -1.49
H 1.54 0.95 1.42
C -1.07 0.38 -0.10
H -2.00 0.84 -0.47
C -1.06 -1.06 0.17
O -0.50 -0.53 -1.03
H -1.93 -1.69 0.02
C 2.07 0.33 -0.47
N 1.39 0.74 0.45
O -0.25 1.27 0.52
H -0.34 -1.42 0.91
*
```

## Properties
Energy relative to the best compared isomer or geometry (same formula, charge and spin) ... 584.41 kJ/mol
HOMO ... -9.0 eV
Kohn-Sham gap ... 9.774 eV



The following is a quantum chemistry calculation of a molecular structure, C5H3NO, from OMol25.

Structure (ORCA input):
```
! wB97M-V def2-TZVPD RIJCOSX def2/J DEFGRID3
* xyz 0 1
C 1.23 -0.48 0.36
C -1.05 1.64 -0.27
O -2.00 -0.40 -1.00
N -1.00 2.79 -0.18
H -1.16 -1.34 -0.77
C -1.08 0.20 -0.36
H 3.45 -0.06 0.61
C -0.16 -0.75 0.17
H -0.65 -1.35 0.95
C 2.41 -0.26 0.50
*
```

## Properties
Energy relative to the best compared isomer or geometry (same formula, charge and spin) ... 439.66 kJ/mol
HOMO (alpha / beta) ... -9.2 / -9.2 eV
Kohn-Sham gap (alpha / beta) ... 7.897 / 7.898 eV



The following is a quantum chemistry calculation of C4H7NO in the gas phase, from OMol25.

Structure (ORCA input):
```
! wB97M-V def2-TZVPD RIJCOSX def2/J DEFGRID3
* xyz 0 1
O -0.13 -2.58 -0.32
C -0.27 1.04 -0.36
H -1.21 1.58 -0.25
N 0.73 -0.76 0.80
H 0.25 -0.31 -2.00
H 1.13 1.25 1.35
H -0.48 0.67 1.79
C 0.03 -1.39 -0.20
H 1.09 -1.31 1.57
H -1.44 -0.46 -1.52
H 0.43 1.72 -0.86
C -0.43 -0.28 -1.15
C 0.30 0.62 1.02
*
```

## Properties
Energy relative to the best compared isomer or geometry (same formula, charge and spin) ... 10.14 kJ/mol
Structure (SMILES) ... O=C1CCCN1
HOMO ... -9.5 eV
Kohn-Sham gap ... 10.460 eV



The following is a quantum chemistry calculation of a gas-phase ion, C4H11NOS (charge +1), from OMol25.

Structure (ORCA input):
```
! wB97M-V def2-TZVPD RIJCOSX def2/J DEFGRID3
* xyz 1 2
C -0.18 0.56 0.86
C 2.13 0.20 0.35
H -0.49 0.10 1.81
H 2.31 0.82 -1.65
O 2.37 1.20 -0.75
S -1.64 -1.63 -1.59
H 2.20 0.79 1.22
N 0.84 -0.40 0.42
H -2.13 1.28 0.17
H -1.59 -1.43 0.72
H 0.35 1.49 0.89
H -0.50 -2.28 -1.09
C -1.30 0.61 -0.15
H -2.96 -0.45 0.12
H -0.91 0.91 -1.13
H 2.89 -0.58 0.38
H 0.50 -0.49 -0.50
C -1.91 -0.71 -0.08
*
```

## Properties
Energy relative to the best compared isomer or geometry (same formula, charge and spin) ... 278.47 kJ/mol
HOMO (alpha / beta) ... -13.8 / -13.8 eV
Kohn-Sham gap (alpha / beta) ... 9.538 / 4.563 eV
⟨S²⟩ ... 0.75



The following is a quantum chemistry calculation of C21H23N3O4 in the gas phase, from OMol25.

Structure (ORCA input):
```
! wB97M-V def2-TZVPD RIJCOSX def2/J DEFGRID3
* xyz 0 1
H 1.70 -1.73 0.88
C -2.34 -2.33 -3.09
O 1.99 -0.54 5.25
H 0.78 -0.34 -0.96
H 0.70 -0.91 -3.43
C 0.89 4.13 1.77
C 1.67 4.68 3.96
C -1.28 -1.91 -7.74
N -0.84 -1.66 -1.32
C -1.75 -2.09 -5.41
C 1.77 0.62 4.94
N -0.27 -1.20 1.39
C 1.39 2.37 3.33
C -1.79 -0.96 -0.48
H -1.79 -2.16 -8.66
O 2.15 2.98 5.53
H -1.08 -0.84 -7.72
C 0.96 2.78 2.07
C -2.65 -2.49 -4.42
H 1.20 -1.98 -1.54
C -1.13 -1.76 -2.69
C 0.52 -1.41 -0.91
H -0.33 -2.46 -7.69
C -0.24 -1.36 -3.68
H 0.46 -2.96 0.58
H -3.05 -2.67 -2.35
C 1.73 3.34 4.28
H 2.23 1.46 6.86
H -1.86 -2.50 1.04
H -2.81 -1.15 -0.82
H 0.66 2.06 1.33
H 0.55 4.43 0.79
C -1.63 -1.43 0.97
H -3.58 -2.93 -4.73
O -0.88 0.30 2.95
O -2.15 -2.30 -6.70
H 1.96 5.40 4.71
H -2.29 -0.87 1.63
H 2.02 0.30 1.75
H 1.22 6.13 2.46
H 0.60 1.81 6.24
C -0.01 -0.28 2.34
C -0.54 -1.53 -5.03
C 0.68 -1.89 0.55
H -1.62 0.13 -0.52
H 1.92 -0.91 3.07
C 1.66 1.73 5.97
C 1.47 -0.01 2.64
C 1.26 5.08 2.70
H 0.19 -1.21 -5.76
N 1.58 1.02 3.65
*
```

## Properties
Energy relative to the best compared isomer or geometry (same formula, charge and spin) ... 208.19 kJ/mol
Structure (SMILES) ... COc1ccc(N2CCN(C(=O)CN3C(=O)COc4ccccc43)CC2)cc1
HOMO ... -7.8 eV
Kohn-Sham gap ... 8.353 eV



The following is a quantum chemistry calculation of a gas-phase ion, NO4S (charge -1), from OMol25.

Structure (ORCA input):
```
! wB97M-V def2-TZVPD RIJCOSX def2/J DEFGRID3
* xyz -1 1
N 0.19 0.24 0.90
S -0.75 -0.15 -0.94
O -0.52 0.71 1.77
O -0.43 -1.56 -1.19
O 1.38 0.03 1.10
O 0.12 0.73 -1.65
*
```

## Properties
Energy relative to the best compared isomer or geometry (same formula, charge and spin) ... 32.26 kJ/mol
Structure (SMILES) ... O=S(=O)=[N+]([O-])[O-]
HOMO ... -4.5 eV
Kohn-Sham gap ... 8.497 eV



The following is a quantum chemistry calculation of 2 unconnected molecules or ions with the total composition C5H7N2P, from OMol25.

Structure (ORCA input):
```
! wB97M-V def2-TZVPD RIJCOSX def2/J DEFGRID3
* xyz 0 1
C -2.76 0.82 -0.59
C 1.27 1.70 0.32
H 1.35 -2.86 0.68
C 1.74 -0.66 0.72
H -1.89 1.07 -0.02
P -2.69 0.23 -2.13
H 2.76 -0.51 1.28
H -0.68 -2.00 -0.70
C 1.10 -1.85 0.44
C 0.93 0.40 0.19
H 0.58 2.54 0.24
H 2.23 1.96 0.68
N -0.03 -1.47 -0.25
N -0.06 -0.21 -0.54
H -3.85 0.83 -0.31
*
```

## Properties
Energy relative to the best compared isomer or geometry (same formula, charge and spin) ... 422.29 kJ/mol
HOMO (alpha / beta) ... -7.5 / -7.6 eV
Kohn-Sham gap (alpha / beta) ... 7.327 / 7.336 eV



The following is a quantum chemistry calculation of 2 unconnected molecules or ions with the total composition C6H11N3O, from OMol25.

Structure (ORCA input):
```
! wB97M-V def2-TZVPD RIJCOSX def2/J DEFGRID3
* xyz 0 1
H -3.31 3.35 0.36
H -1.74 -0.10 -1.33
H 2.66 -2.99 -0.78
N -2.87 1.38 -0.41
H 2.10 -1.36 -0.72
C 0.73 1.53 -0.64
C -2.60 2.56 0.20
H 1.26 2.45 -0.89
N -1.30 2.71 0.34
H 1.37 1.00 0.09
C 2.22 -2.26 -0.11
H 0.10 -1.94 2.42
H -3.73 1.21 -0.92
H 3.12 -1.96 0.42
N 0.70 -1.73 1.65
H 0.93 -0.78 1.42
C -0.72 1.69 -0.33
H 0.88 0.91 -1.53
C 1.11 -2.70 0.77
O 0.78 -3.86 0.94
C -1.67 0.88 -0.92
*
```

## Properties
Energy relative to the best compared isomer or geometry (same formula, charge and spin) ... 93.70 kJ/mol
Structure (SMILES) ... Cc1c[nH]cn1.CC(N)=O
HOMO ... -8.9 eV
Kohn-Sham gap ... 9.630 eV



The following is a quantum chemistry calculation of a molecular structure, C21H46AlCl2N2O3S3, from OMol25.

Structure (ORCA input):
```
! wB97M-V def2-TZVPD RIJCOSX def2/J DEFGRID3
* xyz -1 1
Al 1.10 -1.15 -1.23
C 2.97 -1.86 0.90
H -0.38 -0.19 -4.29
C -4.59 -0.35 -0.87
H 0.19 -2.84 -2.97
H 4.49 -3.43 0.90
H -6.55 0.56 -0.66
C 0.42 -1.77 -3.00
C -3.58 6.24 -1.78
H -1.85 -1.88 1.04
H -6.82 -1.44 1.37
H 2.59 -3.29 -0.70
H -0.30 -2.31 1.76
H -2.56 6.10 -2.12
H -1.19 -1.73 -4.44
H 5.67 1.46 2.77
O 1.88 -4.85 1.80
C -4.47 5.14 -2.38
C -6.67 -1.38 0.29
C -5.89 -0.10 -0.09
H 7.25 -0.64 4.32
C -2.99 2.79 -1.65
H 7.61 -0.37 1.89
H -1.99 -1.24 -1.93
S -2.24 3.53 -0.42
C -1.91 -0.57 -2.80
H -3.78 8.38 -1.41
H -1.27 -3.21 -1.01
H 2.92 -2.68 3.41
C 2.69 -2.21 -0.57
H -1.36 -4.14 0.48
O 4.06 -5.83 2.44
N -3.09 1.40 -1.84
H -3.81 1.39 0.15
Cl 1.92 0.92 -1.53
H 0.22 -0.36 0.85
H -4.97 5.55 -3.26
C 7.73 1.86 3.22
H -5.65 0.45 0.83
C -0.76 -1.04 -3.70
C -3.48 0.67 -0.60
S -3.71 3.64 -3.05
H -5.19 7.65 -2.22
H -4.80 -0.38 -1.95
H 8.66 1.31 3.37
H -1.02 1.01 -1.58
H -2.59 0.15 -0.22
O 6.81 0.15 1.77
C 4.11 -2.66 1.57
H -1.49 1.48 -3.22
C -0.79 -3.37 -0.04
H 5.52 -0.71 3.94
H 6.14 0.52 5.06
Cl 2.28 -5.28 4.56
H -3.70 7.94 -3.12
C 3.69 -3.28 2.92
H -2.86 -0.64 -3.34
C -4.09 7.64 -2.15
H -7.66 -1.40 -0.16
H 1.29 -1.69 -3.68
C 6.36 -0.03 4.15
H -4.23 -1.35 -0.61
C 6.58 0.90 2.97
H 2.05 -2.01 1.48
S 3.00 -4.89 2.68
H 4.51 -3.41 3.62
C -0.79 -2.09 0.80
H -3.55 6.13 -0.69
H 7.55 2.47 4.11
H 0.22 -3.76 -0.20
H 7.86 2.52 2.36
H -6.13 -2.28 -0.01
H 3.54 -1.86 -1.17
C -1.78 0.88 -2.35
H 3.20 -0.79 0.95
N -0.20 -0.93 0.13
H -5.26 4.83 -1.69
H 4.93 -1.98 1.83
*
```

## Properties
HOMO ... -4.6 eV
Kohn-Sham gap ... 6.850 eV